Record 1
{
  "formula": "C25H27ClNO5PtSeTe",
  "method": "ωB97M-V/def2-TZVPD",
  "total_charge": -2,
  "homo_energy_ev": [-2.01, -1.96],
  "orbital_gap_ev": [6.092, 6.048],
  "e_above_lowest_ev": 0.580,
  "multiplicity": 2,
  "elements": ["Pt", "Te", "Se", "Cl", "O", "O", "O", "O", "O", "N", "C", "C", "C", "C", "C", "C", "C", "C", "C", "C", "C", "C", "C", "C", "C", "C", "C", "C", "C", "C", "C", "C", "C", "C", "C", "H", "H", "H", "H", "H", "H", "H", "H", "H", "H", "H", "H", "H", "H", "H", "H", "H", "H", "H", "H", "H", "H", "H", "H", "H", "H", "H"],
  "xyz": [[0.155, -1.496, 0.478], [2.330, 2.162, -0.025], [-1.731, -1.781, 1.793], [-0.408, 0.551, -2.697], [-1.466, 0.906, -3.628], [1.750, -2.662, 0.016], [0.841, 1.137, -3.155], [-0.278, -0.887, -2.642], [-0.728, 1.063, -1.388], [1.799, -0.475, -0.106], [5.492, -0.910, -2.365], [5.968, -2.746, -0.886], [3.123, 4.183, 0.054], [5.311, 1.430, 0.327], [3.806, -1.693, -0.841], [3.701, 6.204, -1.148], [6.250, -0.022, 2.031], [3.599, 4.782, 1.227], [3.528, 4.088, 2.560], [4.220, 6.786, 0.001], [2.627, 4.367, -2.437], [6.388, 0.747, 0.890], [4.048, 1.339, 0.928], [4.682, -2.665, -0.373], [3.899, 0.593, 2.110], [2.589, 0.458, 2.836], [6.375, -1.868, -1.884], [5.002, -0.073, 2.634], [2.433, -1.567, -0.294], [4.211, -0.817, -1.843], [4.149, 6.063, 1.181], [3.153, 4.925, -1.138], [7.407, -0.809, 2.588], [4.835, 8.161, -0.039], [5.570, 2.227, -0.921], [2.559, 3.602, 2.686], [4.767, 2.080, -1.646], [6.656, -3.495, -0.509], [4.871, -0.663, 3.537], [7.355, 0.799, 0.397], [7.379, -1.934, -2.288], [1.706, 3.797, -2.316], [4.344, -3.347, 0.398], [7.561, -0.596, 3.649], [4.284, 3.306, 2.643], [3.678, 4.801, 3.373], [6.516, 1.923, -1.372], [2.760, 0.204, 3.884], [7.225, -1.882, 2.491], [2.441, 5.174, -3.148], [3.499, -0.081, -2.201], [4.520, 6.510, 2.100], [3.351, 3.682, -2.884], [5.034, 8.529, 0.969], [5.781, 8.156, -0.586], [4.176, 8.876, -0.536], [8.330, -0.577, 2.056], [5.804, -0.230, -3.149], [2.003, 1.377, 2.781], [1.971, -0.321, 2.384], [5.615, 3.297, -0.705], [3.719, 6.761, -2.082]],
  "forces_ev_per_angstrom": [[-0.295, -0.401, 0.750], [-0.015, -0.043, -0.028], [0.173, 0.259, -0.273], [0.021, -0.051, -0.258], [0.099, -0.017, 0.056], [0.157, -0.251, -0.126], [-0.089, -0.028, 0.005], [0.011, 0.102, -0.076], [-0.011, 0.141, 0.057], [-0.086, -0.058, 0.044], [0.003, 0.001, -0.012], [0.027, -0.005, 0.003], [0.029, -0.036, 0.006], [0.002, -0.006, 0.025], [0.008, 0.103, -0.030], [-0.030, 0.017, 0.030], [0.017, -0.003, -0.004], [0.024, 0.020, 0.036], [0.012, 0.006, -0.003], [0.004, 0.008, 0.005], [-0.006, -0.007, 0.014], [0.014, -0.023, 0.019], [-0.034, 0.012, -0.020], [-0.011, -0.020, 0.029], [-0.023, -0.010, 0.030], [-0.038, 0.003, -0.027], [0.011, -0.006, -0.008], [0.001, 0.002, 0.028], [0.002, 0.194, -0.158], [0.002, -0.013, 0.008], [0.020, 0.039, 0.005], [0.012, 0.040, -0.064], [-0.008, 0.002, -0.013], [-0.002, -0.010, -0.002], [-0.047, 0.012, -0.016], [-0.001, -0.006, -0.001], [-0.002, 0.014, -0.016], [0.001, 0.002, -0.001], [-0.004, -0.004, 0.007], [0.008, -0.003, -0.007], [0.006, 0.002, -0.001], [0.003, 0.015, -0.038], [-0.010, 0.002, 0.000], [0.001, -0.005, 0.008], [0.008, -0.015, 0.013], [-0.006, 0.001, 0.004], [0.006, 0.008, -0.007], [0.009, -0.018, 0.020], [0.008, -0.006, -0.003], [0.013, 0.012, -0.017], [-0.004, 0.009, -0.005], [0.002, 0.005, 0.002], [-0.022, -0.050, 0.009], [0.003, 0.008, 0.004], [0.007, 0.005, -0.002], [-0.001, 0.010, -0.003], [0.009, -0.002, 0.004], [0.001, 0.003, -0.004], [0.026, -0.027, 0.013], [0.005, 0.028, 0.000], [-0.020, 0.032, 0.001], [0.000, 0.008, -0.012]]
}

***

Record 2
{
  "formula": "C19H26Cl",
  "method": "ωB97M-V/def2-TZVPD",
  "total_charge": 1,
  "homo_energy_ev": -12.05,
  "orbital_gap_ev": 6.241,
  "elements": ["Cl", "C", "C", "C", "C", "C", "C", "C", "C", "C", "C", "C", "C", "C", "C", "C", "C", "C", "C", "C", "H", "H", "H", "H", "H", "H", "H", "H", "H", "H", "H", "H", "H", "H", "H", "H", "H", "H", "H", "H", "H", "H", "H", "H", "H", "H"],
  "xyz": [[-4.527, -5.389, 3.120], [-2.749, -4.384, 1.355], [-2.121, -0.192, -2.571], [0.453, 2.567, -0.336], [3.986, 0.807, -1.045], [-2.698, -2.021, 0.670], [3.610, 1.695, 0.145], [-2.838, 0.764, -1.654], [4.739, 1.634, 1.182], [0.963, 1.215, 0.114], [2.301, 1.165, 0.830], [-4.316, -2.810, 2.346], [-3.752, -1.780, 1.594], [0.144, 0.147, -0.090], [-1.811, -1.428, -1.653], [-3.824, -4.117, 2.219], [-2.211, -3.355, 0.585], [-2.236, -0.989, -0.254], [3.503, 3.145, -0.330], [-2.956, 0.250, -0.378], [2.858, 3.248, -1.210], [-3.497, 0.715, 0.447], [-1.398, -3.578, -0.110], [-2.749, -0.508, -3.417], [-2.386, -2.297, -2.011], [3.206, 0.819, -1.815], [2.210, 1.735, 1.774], [4.499, 2.257, 2.053], [5.679, 2.005, 0.751], [4.142, -0.230, -0.723], [-0.753, -1.704, -1.666], [-3.223, 1.722, -2.002], [-5.148, -2.617, 3.020], [3.131, 3.802, 0.467], [0.394, -0.854, 0.281], [-0.645, 2.588, -0.336], [4.905, 0.606, 1.527], [2.500, 0.120, 1.113], [-2.363, -5.397, 1.277], [0.800, 3.379, 0.317], [-1.193, 0.223, -2.996], [-4.164, -0.776, 1.691], [0.764, 2.810, -1.365], [-0.649, 0.335, -0.798], [4.920, 1.164, -1.500], [4.500, 3.509, -0.617]],
  "forces_ev_per_angstrom": [[0.062, 0.111, -0.059], [0.082, 0.382, -0.330], [0.476, -0.413, 0.765], [-0.115, 0.226, -0.329], [0.032, -0.046, -0.032], [0.643, -0.004, 0.677], [-0.216, -0.070, -0.209], [0.039, -1.021, 0.673], [-0.078, -0.098, 0.149], [-0.341, -0.314, 0.033], [0.079, -0.152, 0.428], [0.204, 0.249, -0.342], [0.048, -0.176, 0.151], [1.842, 0.914, 0.120], [0.356, 0.857, -0.199], [0.346, 0.539, -0.294], [-0.038, -0.030, 0.189], [-3.942, -1.911, -1.400], [0.054, 0.189, -0.089], [0.582, 0.931, -0.658], [0.113, 0.024, 0.198], [0.323, 0.010, -0.377], [-0.209, -0.004, 0.267], [0.069, 0.246, 0.206], [0.126, 0.277, 0.542], [0.089, -0.017, 0.075], [-0.132, -0.139, -0.273], [0.072, -0.106, -0.116], [-0.237, -0.114, 0.065], [-0.034, 0.141, -0.080], [-0.050, -0.024, -0.184], [-0.092, -0.301, 0.196], [0.199, 0.008, -0.163], [0.051, -0.072, -0.152], [-0.030, 0.300, -0.406], [0.174, -0.068, 0.044], [-0.015, 0.148, -0.008], [-0.069, 0.211, 0.009], [-0.075, 0.227, -0.013], [-0.044, -0.291, -0.208], [-0.359, 0.135, 0.043], [0.096, -0.345, 0.081], [0.044, -0.053, 0.349], [0.358, -0.155, 0.518], [-0.229, -0.102, 0.072], [-0.254, -0.099, 0.071]]
}

***

Record 3
{
  "formula": "C29H38As2F3MnN6O3",
  "method": "ωB97M-V/def2-TZVPD",
  "total_charge": -1,
  "homo_energy_ev": [-4.52, -4.02],
  "orbital_gap_ev": [6.916, 6.411],
  "e_above_lowest_ev": 0.000,
  "multiplicity": 2,
  "elements": ["As", "As", "Mn", "F", "F", "F", "O", "O", "O", "N", "N", "N", "N", "N", "N", "C", "C", "C", "C", "C", "C", "C", "C", "C", "C", "C", "C", "C", "C", "C", "C", "C", "C", "C", "C", "C", "C", "C", "C", "C", "C", "C", "C", "C", "H", "H", "H", "H", "H", "H", "H", "H", "H", "H", "H", "H", "H", "H", "H", "H", "H", "H", "H", "H", "H", "H", "H", "H", "H", "H", "H", "H", "H", "H", "H", "H", "H", "H", "H", "H", "H", "H"],
  "xyz": [[-1.268, -2.648, -1.040], [-2.612, 0.384, -0.265], [-0.496, 0.773, 0.844], [4.703, 2.473, -6.987], [4.657, 0.328, -7.247], [3.050, 1.554, -8.017], [-2.484, 2.744, 3.944], [-1.558, -2.340, 3.269], [-0.563, -1.078, 1.720], [2.888, 0.411, 3.840], [-0.446, 2.911, 0.988], [1.617, 0.721, 1.781], [3.551, -0.779, 1.828], [-1.574, 1.152, 2.535], [3.886, 1.617, 1.978], [-5.304, -2.374, 1.473], [-4.070, 1.666, -0.009], [-1.558, 3.402, 1.825], [-2.049, -3.736, -2.501], [-3.510, -1.268, 0.282], [1.766, 1.079, -3.242], [-2.732, 0.244, -2.212], [1.581, 2.173, -4.103], [3.762, 1.509, 3.434], [3.886, 1.394, -6.966], [0.437, 0.869, -0.961], [3.433, -0.832, 3.286], [2.222, -0.543, 1.269], [-2.929, -2.511, 0.008], [2.545, 1.812, 1.428], [-4.726, -3.605, 1.206], [1.563, 0.627, 3.256], [-1.891, 0.027, 3.378], [3.351, 0.169, -4.838], [-3.551, -3.664, 0.474], [-0.445, -4.143, -0.067], [-1.909, 2.371, 2.910], [-1.319, -1.251, 2.756], [1.067, 0.984, -2.006], [-4.698, -1.216, 1.009], [4.410, 0.345, 1.471], [2.666, 0.080, -3.640], [2.264, 2.262, -5.299], [3.154, 1.260, -5.673], [-3.756, 2.613, -0.449], [-6.218, -2.311, 2.050], [2.174, 2.754, 1.842], [-3.677, -0.208, -2.513], [-0.933, -5.092, -0.298], [3.360, 2.446, 3.826], [-1.353, 4.368, 2.289], [-4.988, 1.341, -0.499], [-5.181, -4.515, 1.577], [-1.234, -4.174, -3.080], [-4.244, 1.816, 1.057], [-0.399, 3.365, 0.084], [0.427, 3.103, 1.458], [-0.518, -3.923, 0.997], [-3.099, -4.630, 0.283], [2.281, -0.464, 0.184], [-5.154, -0.263, 1.244], [2.813, -0.773, -2.991], [-2.684, -4.535, -2.116], [4.485, 0.404, 0.384], [-1.470, 0.135, 4.386], [4.040, -0.614, -5.127], [0.887, 2.951, -3.812], [2.584, 1.885, 0.340], [-2.638, -3.098, -3.161], [2.107, 3.113, -5.951], [5.408, 0.186, 1.887], [0.605, -4.207, -0.355], [2.775, -1.658, 3.558], [4.756, 1.349, 3.861], [-2.968, -0.109, 3.520], [1.553, -1.358, 1.534], [-2.437, 3.515, 1.189], [-2.646, 1.244, -2.637], [1.133, 1.551, 3.651], [0.912, -0.203, 3.519], [4.422, -1.006, 3.718], [-1.892, -0.351, -2.568]],
  "forces_ev_per_angstrom": [[0.018, -0.095, 0.089], [0.034, -0.005, 0.053], [0.267, 0.345, 0.253], [0.023, 0.034, 0.017], [0.020, -0.045, 0.006], [-0.041, 0.001, -0.022], [-0.058, 0.011, 0.001], [0.033, 0.004, 0.027], [-0.255, -0.113, -0.344], [0.014, 0.005, 0.008], [-0.089, -0.154, -0.072], [-0.115, -0.010, -0.035], [0.017, 0.007, 0.000], [0.225, -0.034, 0.000], [0.009, 0.007, -0.005], [0.004, -0.017, -0.008], [0.010, -0.033, -0.014], [-0.003, -0.024, 0.039], [0.061, 0.062, 0.012], [-0.016, -0.029, -0.090], [0.054, -0.015, -0.037], [0.018, 0.002, 0.000], [-0.015, -0.009, 0.014], [-0.004, -0.004, 0.004], [0.015, 0.015, -0.030], [0.039, -0.196, 0.182], [-0.002, -0.006, 0.002], [-0.012, -0.009, 0.021], [-0.080, 0.023, -0.030], [-0.009, 0.005, 0.006], [-0.022, 0.006, 0.013], [-0.018, 0.009, -0.014], [-0.016, -0.009, -0.025], [0.019, 0.010, -0.039], [0.030, 0.006, 0.017], [-0.014, 0.054, 0.002], [-0.015, -0.002, -0.115], [0.050, -0.073, -0.086], [-0.112, 0.074, -0.035], [0.065, 0.022, 0.049], [-0.005, -0.005, -0.005], [-0.028, 0.005, 0.036], [0.009, -0.001, -0.014], [-0.028, -0.013, 0.057], [0.005, -0.006, 0.000], [0.008, 0.002, 0.003], [-0.012, -0.001, -0.008], [-0.014, 0.007, -0.006], [-0.006, 0.018, 0.047], [-0.003, 0.001, -0.001], [0.022, -0.013, 0.017], [-0.004, -0.038, 0.021], [0.003, 0.001, -0.002], [-0.003, 0.012, -0.005], [0.003, 0.032, -0.007], [-0.054, 0.009, 0.007], [0.026, 0.052, -0.038], [0.030, 0.008, 0.036], [-0.012, -0.011, -0.009], [0.009, -0.001, 0.002], [0.000, 0.018, -0.004], [0.003, -0.001, -0.003], [0.013, 0.013, 0.027], [-0.003, 0.000, 0.000], [-0.018, -0.016, 0.007], [0.001, -0.002, 0.003], [0.001, 0.002, -0.003], [0.007, -0.001, -0.001], [-0.002, -0.002, 0.013], [-0.003, 0.002, 0.003], [0.000, 0.002, 0.005], [-0.025, 0.001, 0.020], [-0.003, 0.004, -0.003], [0.002, -0.002, -0.002], [-0.005, 0.010, -0.010], [-0.015, 0.000, -0.012], [-0.001, 0.039, 0.015], [-0.005, 0.015, 0.017], [-0.001, -0.005, 0.001], [0.005, -0.005, 0.005], [0.001, 0.002, -0.001], [-0.024, 0.046, -0.018]]
}